124
Properties=species:S:1:pos:R:3:forces:R:3 method="wB97M-V/def2-TZVPD" homo_ev=-9.7 relative_energy_kj_mol=12.56 smiles="CCOC(C)=O.CCOC(C)=O.CCOC(C)=O.O=C1OCCO1.O=C1OCCO1.O=C1OCCO1.O=C1OCCO1.O=C1OCCO1.O=C1OCCO1.O=C1OCCO1.CCCC#N" fmax_ev_per_a=5.64 lumo_energy_ev=-0.3 charge=0
C 25.464820 -16.090039 -23.583699 -0.43 -0.49 -0.43
C 24.224460 -16.453687 -22.772428 1.87 1.35 2.85
O 23.435362 -17.362025 -23.425540 -1.73 -0.77 -1.91
C 22.409843 -16.911958 -24.192066 -0.88 3.36 0.39
C 21.789534 -17.970914 -25.035424 0.16 -0.61 -0.22
O 21.978180 -15.735377 -24.153507 1.58 -3.41 -0.10
H 26.354067 -15.692937 -23.094168 -0.51 0.25 0.58
H 25.127542 -15.383634 -24.342196 0.38 -0.15 -0.33
H 25.811256 -17.033500 -24.005554 -0.01 0.11 -0.51
H 24.484513 -16.964129 -21.845105 0.44 -0.20 -0.01
H 23.722086 -15.571985 -22.374525 -0.50 0.08 -0.68
H 20.868181 -18.259249 -24.529388 -0.22 0.11 -0.28
H 22.387865 -18.875160 -25.146957 0.25 0.10 0.38
H 21.610091 -17.626527 -26.053900 -0.38 0.28 0.29
C 15.990245 -12.603257 -31.268452 -0.17 1.44 0.16
C 15.080228 -13.524797 -32.000583 1.68 -1.57 -0.99
O 13.818025 -13.542397 -31.426566 -0.31 1.61 1.01
C 12.933924 -14.421266 -31.752848 -2.94 -4.74 -0.85
C 11.592321 -14.311694 -31.025859 0.45 2.19 -0.23
O 13.053634 -15.396057 -32.509756 1.18 2.01 0.62
H 15.705750 -11.579948 -31.513413 0.25 0.22 -0.10
H 17.020970 -12.763316 -31.584796 -0.04 0.03 0.06
H 15.912951 -12.625815 -30.181424 0.08 -0.57 -0.10
H 15.047324 -13.312154 -33.069133 -0.26 0.30 0.00
H 15.531702 -14.516618 -31.976837 -0.30 -0.41 0.12
H 11.636724 -14.537686 -29.960476 0.17 -0.37 -0.15
H 10.733395 -14.743808 -31.539299 0.61 -0.61 0.02
H 11.402205 -13.240193 -31.087937 -0.33 0.33 0.39
C 14.634826 -13.829670 -27.942282 -0.56 -0.15 -1.03
C 15.233629 -15.165216 -28.458499 -0.30 2.19 -0.15
O 14.861163 -16.221741 -27.625166 1.38 -0.68 0.43
C 13.753650 -16.905616 -27.795452 -2.53 -0.91 -0.85
C 13.826729 -18.291976 -27.209899 1.13 -0.10 1.46
O 12.744903 -16.512265 -28.365482 1.32 0.19 0.12
H 15.117520 -12.945017 -28.357618 0.61 -0.16 0.35
H 14.576334 -13.785550 -26.854746 0.26 -0.07 -0.11
H 13.634768 -13.687730 -28.351958 -0.31 -0.41 0.29
H 14.976716 -15.368974 -29.498006 -0.48 -0.01 -0.05
H 16.319930 -15.077145 -28.475486 0.03 -0.33 0.54
H 14.747138 -18.364661 -26.630533 0.28 0.06 -0.18
H 13.866046 -19.118978 -27.918858 -0.41 0.33 -0.30
H 13.086031 -18.472452 -26.430865 -0.55 0.12 -0.54
O 15.365231 -24.546315 -32.689150 1.32 0.92 0.65
C 16.175457 -23.710812 -32.348982 -2.77 -2.12 -1.76
O 16.175311 -23.097363 -31.178909 -0.11 -0.34 0.94
C 17.028319 -21.989259 -31.291219 1.03 1.10 0.09
C 17.936726 -22.474057 -32.409019 1.83 2.29 0.72
O 17.124555 -23.236191 -33.185758 -1.23 -1.34 -0.72
H 16.414068 -21.111481 -31.491953 0.03 0.03 -0.50
H 17.619489 -21.735678 -30.411266 -0.24 -0.67 0.33
H 18.760307 -23.078157 -32.028385 0.12 0.01 0.29
H 18.361680 -21.660430 -32.996815 0.00 0.06 -0.01
O 13.437348 -21.258891 -30.175025 0.36 2.24 -0.57
C 13.397471 -20.126275 -30.627639 -0.82 -3.25 1.25
O 14.427294 -19.381272 -30.978969 0.34 -0.28 -0.16
C 13.930197 -18.265533 -31.702463 0.26 0.80 -0.45
C 12.402574 -18.331109 -31.547482 1.25 2.33 -0.48
O 12.239956 -19.481539 -30.820265 -1.23 -1.36 0.54
H 14.327364 -17.389519 -31.189649 0.11 0.15 -0.55
H 14.242715 -18.370184 -32.741440 0.21 0.32 0.16
H 11.880995 -18.282969 -32.503383 -0.06 -0.57 0.07
H 12.131516 -17.431201 -30.995375 -0.51 -0.28 0.28
O 17.264598 -14.554549 -34.216452 1.10 0.67 0.73
C 18.279619 -14.147735 -33.704913 -1.79 -2.21 -0.82
O 18.723884 -12.919633 -33.723357 -0.87 1.51 -0.39
C 19.917311 -12.794209 -33.001425 0.82 0.02 0.17
C 20.338364 -14.239751 -32.847534 1.07 0.16 0.33
O 19.144986 -14.965710 -33.046816 -0.20 -0.03 -0.07
H 20.584096 -12.204055 -33.630078 0.13 0.04 0.42
H 19.780110 -12.365356 -32.008777 -0.35 0.45 -0.23
H 20.712780 -14.416576 -31.839246 0.15 -0.26 -0.22
H 21.077880 -14.491251 -33.607771 0.02 -0.37 0.11
O 16.214271 -17.034207 -24.205173 0.43 0.46 0.63
C 16.940032 -17.900667 -24.565268 -0.78 -0.88 0.26
O 17.519022 -18.853953 -23.818304 0.31 -0.01 2.07
C 18.136398 -19.883539 -24.590922 -0.74 0.59 -0.29
C 17.568289 -19.544345 -25.959599 0.61 -0.75 -0.44
O 17.167991 -18.191676 -25.824915 0.31 0.12 -2.42
H 19.221850 -19.785672 -24.572706 -0.05 -0.05 0.25
H 17.790177 -20.846564 -24.215668 0.25 0.09 0.03
H 16.704802 -20.157209 -26.218224 -0.09 0.06 0.00
H 18.338807 -19.668726 -26.720471 -0.22 0.35 -0.23
O 19.633532 -23.323988 -29.433776 1.75 2.97 2.02
C 20.444214 -22.609757 -28.832119 -2.08 -1.74 -2.42
O 20.326477 -21.298497 -28.394396 -1.82 -2.78 -1.49
C 21.485654 -20.985397 -27.738635 1.68 2.47 0.81
C 22.364988 -22.208270 -27.805004 1.47 1.02 2.32
O 21.688913 -23.066143 -28.617624 -0.76 -1.13 -0.63
H 21.922115 -20.092624 -28.186478 0.02 -0.05 -0.19
H 21.244932 -20.695919 -26.715723 0.03 -0.13 0.13
H 22.431657 -22.528066 -26.765109 -0.09 -0.94 0.02
H 23.412968 -22.095859 -28.082860 -0.24 0.34 -0.63
O 20.612498 -20.337024 -32.047416 0.40 0.28 -0.67
C 21.189410 -20.703021 -33.045621 -0.27 0.27 3.67
O 20.643971 -20.993132 -34.145154 -3.16 -0.57 -3.62
C 21.564060 -21.495779 -35.082034 -0.02 -0.92 -1.63
C 22.864315 -21.571242 -34.352711 0.24 0.57 0.15
O 22.456854 -20.971674 -33.117047 3.99 -0.14 1.22
H 21.288534 -22.496924 -35.413545 -0.56 0.25 -0.12
H 21.644144 -20.814082 -35.928773 -0.35 -0.08 -0.02
H 23.612478 -20.997268 -34.899448 0.14 0.40 0.59
H 23.300415 -22.562329 -34.227541 -0.43 -0.04 0.47
O 15.302337 -20.867645 -34.304410 1.89 1.48 0.01
C 16.246394 -20.118149 -34.394036 -0.67 0.23 -0.42
O 16.677331 -19.227722 -33.447046 -1.56 -0.55 0.43
C 17.929105 -18.662456 -33.771659 0.48 -0.53 0.25
C 18.072012 -18.989086 -35.234809 0.47 -0.61 -1.21
O 17.028338 -19.927154 -35.496927 -0.80 -0.54 0.15
H 17.957352 -17.591109 -33.572912 -0.20 -0.10 0.14
H 18.623680 -19.216926 -33.140608 0.53 0.39 -0.18
H 18.965708 -19.533055 -35.540580 0.34 0.23 0.52
H 18.014186 -18.135237 -35.909870 -0.50 0.10 0.11
C 17.557825 -18.513661 -30.490676 0.42 -0.02 -0.90
C 17.768708 -16.993793 -30.311984 1.15 -0.21 0.16
C 19.305971 -16.679593 -30.253244 -0.55 -1.37 0.58
C 19.875269 -17.442236 -29.081791 0.59 0.72 -0.53
N 20.353285 -18.043188 -28.219304 -0.56 0.44 -0.56
H 18.356320 -18.923275 -31.109329 0.30 0.19 -0.18
H 16.670885 -18.766114 -31.071787 -0.18 0.16 0.58
H 17.658718 -19.150256 -29.611656 -0.46 0.50 0.42
H 17.296148 -16.632721 -29.398524 -0.07 0.03 -0.18
H 17.450285 -16.400949 -31.169449 -0.57 -0.22 -0.03
H 19.568179 -15.623314 -30.313459 -0.15 0.00 0.83
H 19.733838 -17.085701 -31.169808 0.18 -0.34 0.09